Record 1
A structure of composition C3H3GdLiO4. Source: OMol25; level of theory: ωB97M-V/def2-TZVPD.

Output
Net charge   +3
Expectation value of S²   16.215
Total energy   -1189.088646 Ha
LUMO energy (alpha / beta)   -0.530 / -0.680 Eh
Multiplicity   8

Each line ends with the Mulliken spin population.
Atoms and positions in Å:
C 0.21792 0.92532 1.45495  0.015
C -0.05660 -0.46565 0.95987  0.065
O -0.64019 -0.54595 -0.33317  0.192
C 0.11317 -0.34098 -1.50254  0.067
O 1.06777 0.40865 -1.59866  0.022
O -0.26713 -1.16056 -2.37059  -0.015
O 0.22079 1.92237 0.76678  0.230
H 0.38591 0.98475 2.54819  0.021
H -0.75065 -0.95277 1.65609  -0.010
H 0.89464 -1.02211 1.00923  -0.005
Gd -2.29853 -1.92894 -1.66209  6.418
Li 1.11289 2.17589 -0.92806  0.000


Record 2
A cluster of 3 separate species, C30H57F3O12S2 in total. Source: OMol25; level of theory: ωB97M-V/def2-TZVPD.

Output
Total energy   -3175.500207 Ha
SMILES   CCCCCCCC[C@@]1(S)C(=O)O[C@@H](CCCCOC=O)[C@H]1S(=O)(=O)C(F)(F)F.COCCOCCOC.COCCOCCOC
LUMO energy   -0.030 Eh

Each line ends with the Mulliken charge.
Atoms and positions in Å:
C 0.38366 6.18877 4.71179  -0.759
C -1.22952 5.75227 4.70049  -0.464
C -1.44803 4.12121 4.55698  -0.440
C -2.27705 3.68927 3.19221  -0.434
C -2.28474 2.04326 3.04137  -0.612
C -2.09098 1.57250 1.46719  -0.356
C -0.73872 0.61349 1.24507  -0.430
C 0.06109 0.96760 -0.14094  -0.159
C 1.19727 2.13801 -0.01913  1.059
S 0.19005 3.67804 -0.53209  -0.251
C 2.08232 2.31531 1.34536  0.177
O 1.76949 2.34822 2.64192  -0.540
O 3.52382 2.53469 0.98935  -0.355
C 3.43831 3.23364 -0.33625  -0.294
C 4.82538 3.72968 -1.05417  -0.683
C 4.40836 4.52337 -2.43088  0.006
C 4.92651 6.10751 -2.38641  -0.620
C 3.88175 7.13978 -3.16287  -0.459
O 2.82857 7.52307 -2.16574  -0.298
C 1.52607 6.94803 -2.55370  0.253
O 0.52638 6.88277 -1.65979  -0.481
C 2.42209 2.20706 -1.13572  -0.474
S 3.11289 0.61651 -1.84330  1.190
O 2.95132 -0.63007 -0.93135  -0.501
O 4.65464 0.69930 -2.17287  -0.696
C 2.28033 0.40113 -3.54987  0.684
F 2.65564 1.65418 -4.30580  -0.237
F 0.80641 0.28595 -3.46283  -0.211
F 2.92171 -0.71598 -4.33961  -0.200
H 0.93290 5.46830 3.94187  0.123
H 0.53004 7.32791 4.39653  0.280
H 0.86725 6.06245 5.79323  0.244
H -1.79981 6.37794 3.87950  0.324
H -1.63620 6.09512 5.76834  0.239
H -0.36677 3.64715 4.52502  0.180
H -2.00892 3.69105 5.51532  0.276
H -3.37809 4.14428 3.26874  0.239
H -1.73405 4.16376 2.24971  0.137
H -3.35058 1.67915 3.43708  0.263
H -1.45384 1.62726 3.75266  0.364
H -2.13022 2.47281 0.71089  0.387
H -3.05358 0.91095 1.21909  0.148
H -1.18540 -0.48381 1.09492  0.030
H -0.06598 0.54703 2.20508  0.397
H 0.43011 -0.04721 -0.59671  -0.614
H -0.76261 1.37985 -0.90092  0.370
H -0.32974 3.33265 -1.82094  0.194
H 2.97016 4.27345 0.01637  0.215
H 5.30558 4.55173 -0.33431  0.369
H 5.64386 2.90409 -1.18693  0.304
H 4.77025 3.96144 -3.41918  0.292
H 3.22210 4.59181 -2.54523  -0.093
H 4.95918 6.49678 -1.25938  0.286
H 6.01630 6.22974 -2.80136  0.344
H 3.43969 6.59695 -4.10095  0.267
H 4.41789 8.16898 -3.44157  0.307
H 1.29468 6.48113 -3.62263  0.260
H 1.97552 2.76980 -2.06008  0.441
C -1.90467 -5.09154 3.18456  -0.709
O -3.20189 -4.52041 3.20313  -0.264
C -3.23594 -3.27566 3.90459  -0.579
C -4.41012 -2.41964 3.42092  -0.408
O -4.14913 -1.76256 2.17393  -0.338
C -4.16289 -2.60119 1.00971  -0.336
C -5.57034 -3.06893 0.62401  -0.790
O -5.96884 -4.17158 1.44057  -0.240
C -7.37622 -4.34056 1.46760  -0.780
H -1.56536 -5.30811 4.20312  0.328
H -1.94787 -6.02454 2.61618  0.233
H -1.19938 -4.41874 2.68497  0.263
H -2.30100 -2.72582 3.75975  0.311
H -3.36098 -3.50212 4.97003  0.412
H -4.55850 -1.61416 4.14666  0.408
H -5.34160 -2.98428 3.38172  0.189
H -3.46835 -3.43435 1.11782  0.266
H -3.78149 -1.97358 0.19695  0.361
H -5.57232 -3.41047 -0.41534  0.441
H -6.27432 -2.23634 0.73472  0.355
H -7.85934 -3.44884 1.88052  0.332
H -7.60797 -5.18809 2.11830  0.236
H -7.75724 -4.54738 0.46417  0.314
C 1.71152 -3.33218 -0.46954  -0.506
O 1.11909 -4.07168 -1.52382  -0.358
C 0.95682 -3.29018 -2.70936  -0.177
C 0.90180 -4.19439 -3.94419  -0.595
O 2.19467 -4.64847 -4.36506  -0.493
C 2.80272 -5.65502 -3.54284  -0.335
C 2.12877 -7.02500 -3.67478  -0.605
O 0.94170 -7.07344 -2.88110  -0.209
C 0.04984 -8.08956 -3.30783  -0.796
H 1.07612 -2.48514 -0.18974  0.037
H 1.82518 -3.99413 0.39319  0.385
H 2.70587 -2.97938 -0.76363  0.298
H 1.78005 -2.57734 -2.81691  0.088
H 0.01280 -2.74076 -2.61421  0.426
H 0.51883 -3.59875 -4.77850  0.451
H 0.21438 -5.02978 -3.81150  0.196
H 2.86801 -5.32755 -2.50517  0.131
H 3.83004 -5.74759 -3.91158  0.404
H 2.80353 -7.80362 -3.30690  0.428
H 1.89326 -7.21551 -4.72801  0.358
H -0.26607 -7.91029 -4.34086  0.328
H -0.83653 -8.05936 -2.66841  0.234
H 0.51862 -9.07314 -3.22045  0.319